{"formula": "C16H38O14S4", "method": "wB97M-V/def2-TZVPD", "charge": 0, "homo_ev": -6.992, "lumo_energy_ev": 0.19, "homo_lumo_gap_ha": 0.2641, "species": ["O", "C", "O", "C", "C", "C", "H", "H", "H", "H", "H", "H", "O", "S", "O", "O", "C", "C", "C", "H", "H", "H", "H", "H", "H", "H", "H", "O", "S", "O", "O", "C", "C", "C", "H", "H", "H", "H", "H", "H", "H", "H", "O", "S", "O", "O", "C", "C", "C", "H", "H", "H", "H", "H", "H", "H", "H", "O", "S", "O", "O", "C", "C", "C", "H", "H", "H", "H", "H", "H", "H", "H"], "coordinates": [[13.72472, 3.32125, 20.90665], [12.68474, 3.41500, 20.23608], [12.69151, 3.76237, 18.92667], [11.41481, 4.04432, 18.33582], [10.38786, 3.71441, 19.48737], [11.20842, 3.27649, 20.65011], [11.38236, 3.47638, 17.40605], [11.45809, 5.11641, 18.14384], [9.65308, 2.96883, 19.18357], [9.69043, 4.50746, 19.75710], [10.92427, 2.26810, 20.95099], [11.01800, 4.04671, 21.39750], [8.65180, 1.65285, 19.61129], [7.76396, 0.63604, 20.25325], [8.25791, -0.45212, 21.07041], [6.62821, 1.51727, 21.06657], [6.80181, 1.59966, 22.50193], [6.48667, 3.06669, 23.09817], [6.77947, -0.21615, 18.95319], [7.86135, 1.46308, 22.71830], [6.24764, 0.78295, 22.96451], [7.15816, 3.88291, 22.83175], [6.43745, 3.08036, 24.18697], [5.44493, 3.28052, 22.85908], [7.38163, -0.14513, 18.04739], [5.92464, 0.43572, 18.77312], [6.49231, -1.18471, 19.36250], [9.84336, 9.81024, 23.80943], [11.11792, 9.13739, 23.84747], [11.21184, 7.69161, 23.90693], [12.00735, 9.72123, 22.59972], [13.31594, 9.23824, 22.26318], [14.36974, 10.35252, 22.26495], [12.20223, 9.85450, 25.16122], [13.32674, 8.70142, 21.31459], [13.54707, 8.45100, 22.98076], [14.56782, 10.86804, 23.20469], [14.01283, 11.24831, 21.75676], [15.24155, 9.86822, 21.82507], [12.59910, 10.80267, 24.79849], [12.96005, 9.10542, 25.39070], [11.49145, 9.95497, 25.98146], [6.02250, 7.66649, 24.27971], [6.21180, 6.26898, 24.64128], [6.19773, 5.20889, 23.67120], [7.66360, 6.16795, 25.54916], [8.38313, 5.01136, 25.62133], [9.27234, 4.96784, 26.82058], [5.06788, 5.69321, 26.01289], [9.00563, 4.98028, 24.72711], [7.80515, 4.08997, 25.69246], [8.72648, 4.89641, 27.76134], [10.02459, 5.75026, 26.72032], [9.87188, 4.05756, 26.81270], [5.52055, 5.00207, 26.72389], [4.24951, 5.22563, 25.46542], [4.81874, 6.64442, 26.48325], [7.52872, 5.54495, 21.08956], [8.84473, 5.39338, 21.57458], [9.98274, 5.31654, 20.64727], [9.20794, 6.43092, 22.85122], [8.13410, 7.28395, 23.26947], [8.75861, 8.50664, 23.94767], [8.76837, 3.79690, 22.65295], [7.65527, 6.61048, 23.98029], [7.49410, 7.67245, 22.47727], [9.38455, 8.95223, 23.17454], [9.44117, 8.11551, 24.70213], [8.00483, 9.21834, 24.28444], [7.76917, 3.85438, 23.08470], [9.39679, 4.01642, 23.51608], [9.04007, 2.97511, 21.99042]], "forces_ev_per_a": [[-2.761, 0.098, -1.760], [1.012, -0.063, 0.713], [1.468, -0.244, 0.361], [-0.312, 0.114, 1.822], [-0.085, -4.029, -5.424], [0.850, -0.057, 0.252], [-0.361, 0.013, 0.117], [-0.250, 0.063, -0.366], [1.402, -0.071, -0.462], [0.800, -2.618, -3.608], [0.467, -0.022, 0.364], [0.850, -1.223, 0.614], [-2.525, -3.474, 1.934], [0.216, 1.011, -1.428], [0.118, 1.324, -0.077], [0.636, -0.671, -0.595], [1.161, 1.856, 1.087], [-5.422, -4.428, -0.790], [0.051, 1.846, 0.805], [-0.021, -0.536, 0.067], [-0.161, 0.331, 0.104], [-12.706, -1.099, -4.796], [0.498, -0.709, 0.066], [-0.061, 0.090, -0.337], [0.146, -0.620, 0.223], [-0.197, -0.194, 0.090], [0.232, 0.120, -0.386], [11.788, 13.561, 2.555], [6.882, 1.978, 0.483], [0.392, 1.703, -0.221], [-1.899, -0.019, -0.140], [0.545, -0.524, 1.074], [-1.009, 0.158, 0.089], [-1.418, -0.979, -0.325], [-0.492, 0.411, -0.221], [0.349, 0.013, 0.181], [0.297, -0.998, 0.633], [0.058, -0.434, -1.118], [0.258, 0.676, 0.038], [-0.213, -0.192, 0.144], [0.035, 0.165, -0.014], [0.376, 0.254, 0.283], [-1.685, -1.770, 1.806], [-0.482, -0.033, 2.401], [-0.871, 1.820, 0.768], [-3.141, 1.765, 1.883], [1.145, -2.089, -0.445], [0.893, -0.057, 0.226], [0.577, 1.283, -1.330], [-0.060, -0.121, 0.361], [-0.667, 0.019, -0.434], [0.045, 0.697, 0.034], [-0.259, 0.374, 0.692], [-0.100, -0.265, -0.354], [0.324, 0.119, -0.388], [-0.123, 0.198, 0.256], [-0.376, -0.302, 0.188], [-1.093, 0.792, -1.020], [2.814, -1.329, 3.957], [-3.105, 8.734, 7.007], [-0.102, -0.887, -2.957], [-0.227, 0.259, 0.827], [-7.366, -9.347, -0.661], [5.470, 3.745, -1.542], [1.977, 1.317, -2.789], [0.080, -0.702, -0.211], [-5.185, -5.108, -3.685], [-1.547, -0.237, 0.425], [-0.072, -0.471, -0.053], [11.434, -0.351, 3.474], [0.979, -0.668, -0.869], [-0.271, 0.036, 0.400]]}